Entry 1:
# C4H10O

A 3-piece molecular cluster, C4H10O overall (wB97M-V/def2-TZVPD, the OMol25 dataset).

Each line ends with the natural charge from an NBO analysis.
Atoms and positions in Å:
O: 1.016 -0.195 1.563  -0.537
C: -1.894 0.806 -0.520  -0.378
C: 0.908 -0.838 0.545  0.450
C: 1.928 -0.789 -0.560  -0.726
C: -0.719 1.272 -0.929  -0.406
H: -0.082 1.859 -0.271  0.204
H: -0.341 1.079 -1.931  0.191
H: -2.532 0.204 -1.162  0.193
H: -1.697 -0.210 2.430  -0.045
H: -0.955 -0.290 2.417  0.034
H: 2.597 -1.650 -0.447  0.241
H: 1.464 -0.851 -1.549  0.227
H: 2.516 0.127 -0.465  0.235
H: -2.260 1.004 0.484  0.202
H: 0.051 -1.528 0.395  0.116

Values from the calculation:
Kohn-Sham gap	11.003	eV
energy relative to the best compared isomer or geometry (same formula, charge and spin)	234.0	kJ/mol
structure (SMILES)	[H][H].CC=O.C=C


Entry 2:
# C4H10O

One molecule with the formula C4H10O (wB97M-V/def2-TZVPD, the OMol25 dataset).

Each line ends with the natural charge from an NBO analysis.
Atoms and positions in Å:
O: -0.640 -0.763 1.324  -0.723
C: -1.082 -0.242 -0.991  -0.632
C: 1.241 -0.589 -0.238  -0.627
C: 0.110 1.366 0.794  -0.620
C: -0.118 -0.039 0.210  0.242
H: -0.845 -1.654 1.015  0.460
H: 1.211 -1.680 -0.325  0.204
H: 2.053 -0.314 0.442  0.214
H: -0.811 1.925 0.980  0.215
H: 1.468 -0.176 -1.226  0.208
H: -2.105 0.112 -0.825  0.218
H: 0.786 1.973 0.182  0.207
H: 0.601 1.226 1.767  0.224
H: -1.151 -1.328 -1.175  0.199
H: -0.718 0.183 -1.934  0.212

Values from the calculation:
Kohn-Sham gap	11.103	eV
energy relative to the best compared isomer or geometry (same formula, charge and spin)	17.0	kJ/mol
structure (SMILES)	CC(C)(C)O


Entry 3:
# C4H10O2

A 2-piece molecular cluster, C4H10O2 overall in a non-equilibrium geometry (wB97M-V/def2-TZVPD, the OMol25 dataset).

Each line ends with the natural charge from an NBO analysis.
Atoms and positions in Å:
O: -1.545 -1.319 -0.507  -0.821
O: 0.117 3.244 -0.840  -1.311
C: -0.120 -0.886 -0.343  0.209
C: 0.717 -1.649 -1.276  -0.815
C: 0.300 -0.250 0.800  -0.300
C: -0.475 0.164 2.034  -0.673
H: -1.563 -0.125 1.930  0.221
H: 1.172 -2.442 -0.675  0.208
H: -0.232 4.100 -0.913  0.385
H: 1.374 -0.505 0.910  0.185
H: 0.253 -2.292 -2.109  0.227
H: 0.998 3.230 -1.136  0.387
H: -0.262 -0.440 2.958  0.204
H: 1.597 -1.056 -1.590  0.220
H: -1.885 -1.015 -1.361  0.447
H: -0.445 1.243 2.119  0.226

Values from the calculation:
total charge	-1
expectation value of S²	0.7503
Kohn-Sham gap (alpha / beta)	2.545 / 9.294	eV
multiplicity	2
energy relative to the best compared isomer or geometry (same formula, charge and spin)	214.1	kJ/mol


Entry 4:
# C4H10O2

A 3-piece molecular cluster, C4H10O2 overall in a non-equilibrium geometry (wB97M-V/def2-TZVPD, the OMol25 dataset).

Each line ends with the natural charge from an NBO analysis.
Atoms and positions in Å:
O: 2.826 0.525 -0.830  -1.252
O: 3.514 -0.998 0.995  -1.080
C: 0.181 0.611 -0.050  -0.674
C: -1.297 0.576 0.342  -0.111
C: -2.110 -0.517 0.045  -0.264
C: -3.457 -0.521 -0.271  -0.426
H: 3.607 1.004 -1.092  0.414
H: 0.643 1.458 0.530  0.224
H: -1.666 1.588 0.304  0.160
H: 3.192 -0.328 0.233  0.503
H: -3.709 -1.550 -0.520  0.181
H: 0.824 -0.345 0.102  0.250
H: -1.533 -1.460 0.055  0.200
H: -4.171 0.298 -0.370  0.192
H: 2.821 -1.214 1.632  0.428
H: 0.335 0.875 -1.105  0.254

Values from the calculation:
total charge	-1
expectation value of S²	0.7831
Kohn-Sham gap (alpha / beta)	7.119 / 6.390	eV
multiplicity	2
energy relative to the best compared isomer or geometry (same formula, charge and spin)	121.0	kJ/mol


Entry 5:
# C4H10O2

A 2-piece molecular cluster, C4H10O2 overall in a non-equilibrium geometry (wB97M-V/def2-TZVPD, the OMol25 dataset).

Each line ends with the natural charge from an NBO analysis.
Atoms and positions in Å:
O: -0.396 -0.486 0.301  -0.839
O: -1.273 -5.106 -0.553  -0.964
C: 0.227 1.833 -0.353  -0.525
C: 0.561 0.639 0.263  0.094
C: -1.114 2.488 -0.093  -0.641
C: 1.915 0.215 0.673  -0.672
H: -1.911 1.740 -0.159  0.202
H: 2.602 -0.106 -0.150  0.140
H: -1.177 3.043 0.863  0.163
H: 2.456 1.002 1.203  0.196
H: -1.294 3.211 -0.885  0.176
H: -0.969 -4.378 0.008  0.471
H: 0.885 2.198 -1.142  0.152
H: 1.857 -0.622 1.368  0.205
H: -0.197 -0.839 -0.586  0.384
H: -2.173 -4.832 -0.758  0.458

Values from the calculation:
total charge	-1
expectation value of S²	0.7551
Kohn-Sham gap (alpha / beta)	3.259 / 6.153	eV
multiplicity	2
energy relative to the best compared isomer or geometry (same formula, charge and spin)	193.7	kJ/mol


Entry 6:
# C4H10O2

One molecule with the formula C4H10O2 (wB97M-V/def2-TZVPD, the OMol25 dataset).

Each line ends with the natural charge from an NBO analysis.
Atoms and positions in Å:
O: 0.613 -0.400 -1.217  -0.565
O: -0.863 -1.384 0.724  -0.746
C: -1.339 -0.070 1.042  -0.065
C: 2.174 -0.445 -0.589  -0.577
C: 0.052 0.879 -0.847  -0.061
C: -0.269 0.930 0.637  -0.478
H: 2.671 -0.322 -1.570  0.126
H: 0.104 -1.073 -0.709  0.534
H: -1.575 -2.021 0.853  0.487
H: -0.835 1.044 -1.472  0.177
H: -1.546 0.001 2.118  0.179
H: -0.619 1.938 0.888  0.223
H: 2.205 -1.540 -0.423  0.118
H: 0.830 1.599 -1.100  0.222
H: -2.272 0.130 0.494  0.160
H: 0.668 0.734 1.172  0.266

Values from the calculation:
Kohn-Sham gap	7.526	eV
energy relative to the best compared isomer or geometry (same formula, charge and spin)	442.8	kJ/mol


Entry 7:
# C4H10O2

One molecule with the formula C4H10O2 in a non-equilibrium geometry (wB97M-V/def2-TZVPD, the OMol25 dataset).

Each line ends with the natural charge from an NBO analysis.
Atoms and positions in Å:
O: -3.002 -0.260 -0.348  -0.720
O: 3.176 0.193 -0.003  -0.718
C: -0.607 -0.550 0.079  -0.436
C: 1.900 -0.516 0.044  -0.064
C: 0.676 0.327 -0.155  -0.440
C: -1.777 0.452 0.205  -0.064
H: 1.930 -1.396 -0.726  0.158
H: -3.817 0.306 0.313  0.460
H: -1.501 1.439 -0.401  0.163
H: -0.661 -1.005 1.066  0.205
H: 1.751 -0.952 1.049  0.178
H: 0.550 0.662 -1.239  0.197
H: -0.890 -1.213 -0.743  0.230
H: 0.873 1.247 0.468  0.221
H: -1.795 0.682 1.309  0.171
H: 3.194 0.582 -0.917  0.460

Values from the calculation:
Kohn-Sham gap	10.980	eV
energy relative to the best compared isomer or geometry (same formula, charge and spin)	270.2	kJ/mol
structure (SMILES)	OCCCCO


Entry 8:
# C4H10O2

A 2-piece molecular cluster, C4H10O2 overall (wB97M-V/def2-TZVPD, the OMol25 dataset).

Each line ends with the natural charge from an NBO analysis.
Atoms and positions in Å:
O: 0.465 0.687 1.362  -0.583
O: 2.434 -0.973 1.033  -0.983
C: -1.137 1.777 0.073  -0.718
C: -0.048 0.773 0.260  0.633
C: -0.657 -1.335 -0.613  -0.599
C: 0.278 -0.137 -0.901  -0.525
H: -0.713 2.609 -0.490  0.241
H: 2.373 -1.537 1.808  0.460
H: -1.959 1.366 -0.509  0.227
H: -0.465 -2.212 -1.226  0.224
H: 1.310 -0.502 -0.936  0.269
H: 1.818 -0.256 1.281  0.482
H: -1.502 2.166 1.024  0.239
H: 0.042 0.337 -1.858  0.213
H: -0.514 -1.640 0.424  0.219
H: -1.723 -1.123 -0.730  0.203

Values from the calculation:
Kohn-Sham gap	10.913	eV
energy relative to the best compared isomer or geometry (same formula, charge and spin)	43.9	kJ/mol
structure (SMILES)	CCC(C)=O.O


Entry 9:
# C4H10O2

One molecule with the formula C4H10O2 in a non-equilibrium geometry (wB97M-V/def2-TZVPD, the OMol25 dataset).

Each line ends with the natural charge from an NBO analysis.
Atoms and positions in Å:
O: 0.777 -0.034 -0.743  -0.549
O: -1.816 1.368 -0.597  -0.703
C: 0.004 -0.064 0.421  0.056
C: -1.417 0.093 -0.064  -0.071
C: 0.142 -1.349 1.317  -0.664
C: 2.195 -0.036 -0.563  -0.290
H: 2.487 0.480 -1.620  0.210
H: 2.672 -1.174 -0.383  0.188
H: 0.253 -2.291 0.628  0.235
H: 1.069 -1.261 2.190  0.229
H: 2.599 0.786 0.211  0.179
H: -1.969 1.990 0.233  0.460
H: -1.649 -0.583 -0.894  0.197
H: -0.940 -1.168 1.861  0.217
H: -2.042 -0.210 0.840  0.147
H: 0.290 0.890 0.992  0.162

Values from the calculation:
Kohn-Sham gap	10.731	eV
energy relative to the best compared isomer or geometry (same formula, charge and spin)	336.3	kJ/mol
structure (SMILES)	CO[C@H](C)CO


Entry 10:
# C4H10O2

One molecule with the formula C4H10O2 (wB97M-V/def2-TZVPD, the OMol25 dataset).

Each line ends with the natural charge from an NBO analysis.
Atoms and positions in Å:
O: -0.172 1.782 0.360  -0.721
O: -1.290 -0.574 -0.157  -0.556
C: 0.122 -0.540 -0.136  -0.083
C: -1.812 -1.358 -1.200  -0.244
C: 2.012 0.922 0.668  -0.622
C: 0.527 0.623 0.763  0.078
H: -1.081 1.486 0.198  0.481
H: 0.533 -1.494 0.231  0.171
H: 2.233 1.844 1.214  0.226
H: 2.303 1.071 -0.378  0.208
H: 0.507 -0.364 -1.155  0.165
H: -2.896 -1.217 -1.202  0.195
H: 0.266 0.363 1.803  0.156
H: -1.408 -1.045 -2.175  0.168
H: 2.614 0.111 1.091  0.209
H: -1.589 -2.425 -1.056  0.167

Values from the calculation:
Kohn-Sham gap	11.142	eV
energy relative to the best compared isomer or geometry (same formula, charge and spin)	94.1	kJ/mol
structure (SMILES)	COC[C@@H](C)O


Entry 11:
# C4H10O2

A 3-piece molecular cluster, C4H10O2 overall (wB97M-V/def2-TZVPD, the OMol25 dataset).

Each line ends with the natural charge from an NBO analysis.
Atoms and positions in Å:
O: -0.172 -0.973 -1.701  -0.788
O: 1.413 -1.423 0.114  -0.653
C: 0.826 0.289 1.647  -0.710
C: -1.476 0.755 -0.587  -0.636
C: -0.630 -0.505 -0.499  -0.018
C: 0.644 -0.403 0.341  0.568
H: -0.945 1.521 -1.162  0.223
H: -1.190 -1.292 0.044  0.219
H: 0.810 0.107 -1.618  0.224
H: -1.739 1.160 0.398  0.201
H: 1.890 0.410 1.863  0.250
H: -2.400 0.519 -1.121  0.230
H: 0.325 1.258 1.660  0.240
H: 1.047 -1.710 -0.799  0.522
H: 0.393 -0.345 2.431  0.253
H: 1.202 0.632 -1.011  -0.125

Values from the calculation:
Kohn-Sham gap	9.548	eV
energy relative to the best compared isomer or geometry (same formula, charge and spin)	355.2	kJ/mol


Entry 12:
# C4H10O2

One molecule with the formula C4H10O2 (wB97M-V/def2-TZVPD, the OMol25 dataset).

Each line ends with the natural charge from an NBO analysis.
Atoms and positions in Å:
O: -0.421 -0.371 -1.595  -0.725
O: -2.161 -1.580 0.002  -0.745
C: 0.990 0.392 0.172  -0.409
C: -0.417 -0.026 -0.224  0.082
C: 1.561 1.496 -0.713  -0.604
C: -0.914 -1.219 0.579  -0.082
H: 0.970 0.721 1.220  0.200
H: 1.642 -0.490 0.122  0.201
H: -1.016 -0.957 1.642  0.168
H: 1.629 1.157 -1.750  0.223
H: -1.114 0.812 -0.042  0.153
H: -0.191 -2.045 0.490  0.165
H: -2.698 -2.050 0.646  0.481
H: 0.929 2.392 -0.694  0.201
H: -1.263 -0.828 -1.744  0.485
H: 2.562 1.783 -0.375  0.206

Values from the calculation:
Kohn-Sham gap	10.823	eV
energy relative to the best compared isomer or geometry (same formula, charge and spin)	60.1	kJ/mol
structure (SMILES)	CC[C@@H](O)CO


Entry 13:
# C4H10O2

A 2-piece molecular cluster, C4H10O2 overall in a non-equilibrium geometry (wB97M-V/def2-TZVPD, the OMol25 dataset).

Each line ends with the natural charge from an NBO analysis.
Atoms and positions in Å:
O: -0.685 -0.616 -0.634  -0.793
O: 3.763 0.831 -1.843  -0.526
C: 1.863 0.365 -0.540  -0.722
C: -2.629 0.111 1.085  -0.653
C: 3.340 0.744 -0.675  0.426
C: -1.727 -1.006 0.245  -0.040
H: 3.913 0.730 0.265  0.123
H: -1.061 -1.608 0.870  0.178
H: 1.424 0.601 -1.476  0.218
H: -2.537 -0.175 2.191  0.220
H: -2.219 1.127 0.921  0.210
H: 1.728 -0.666 -0.182  0.261
H: -0.372 0.214 -1.047  0.505
H: 1.432 0.920 0.312  0.219
H: -2.559 -1.668 -0.170  0.162
H: -3.673 0.095 0.678  0.213

Values from the calculation:
Kohn-Sham gap	10.645	eV
energy relative to the best compared isomer or geometry (same formula, charge and spin)	280.3	kJ/mol
structure (SMILES)	CC=O.CCO


Entry 14:
# C4H10O2

C4H10O2 as an isolated structure in a non-equilibrium geometry (wB97M-V/def2-TZVPD, the OMol25 dataset).

Each line ends with the natural charge from an NBO analysis.
Atoms and positions in Å:
O: 0.780 1.298 1.108  -0.726
O: -0.830 1.669 -0.927  -0.656
C: 0.825 0.316 0.116  0.074
C: -0.036 0.597 -0.899  0.198
C: 2.047 -0.484 -0.090  -0.647
C: -2.016 -0.815 0.190  -0.918
H: 1.937 -1.235 -0.882  0.227
H: 2.388 -1.061 0.774  0.209
H: -0.611 2.092 -0.069  0.497
H: 0.520 0.872 1.937  0.480
H: -2.201 -1.858 0.453  0.202
H: -2.567 -0.200 0.915  0.206
H: -0.696 -0.726 0.458  0.232
H: -0.011 0.081 -1.848  0.187
H: 2.890 0.155 -0.391  0.218
H: -2.419 -0.703 -0.845  0.217

Values from the calculation:
Kohn-Sham gap	8.444	eV
energy relative to the best compared isomer or geometry (same formula, charge and spin)	314.8	kJ/mol


Entry 15:
# C4H10O2

A 2-piece molecular cluster, C4H10O2 overall in a non-equilibrium geometry (wB97M-V/def2-TZVPD, the OMol25 dataset).

Each line ends with the natural charge from an NBO analysis.
Atoms and positions in Å:
O: -1.648 -3.934 -3.658  -0.932
O: -1.130 -1.227 -0.485  -0.505
C: 0.741 2.661 1.250  -0.601
C: 0.554 0.272 0.300  -0.524
C: -0.441 -0.842 0.413  0.450
C: 0.693 1.169 1.568  -0.392
H: 0.778 3.197 2.198  0.214
H: -0.032 0.840 2.310  0.200
H: -0.463 -1.323 1.415  0.092
H: -1.466 -4.030 -4.603  0.465
H: 1.579 2.877 0.600  0.208
H: 0.359 0.894 -0.574  0.224
H: 1.661 0.945 2.031  0.198
H: 1.518 -0.185 0.088  0.234
H: -2.541 -4.276 -3.548  0.467
H: -0.162 2.960 0.695  0.203

Values from the calculation:
Kohn-Sham gap	10.714	eV
energy relative to the best compared isomer or geometry (same formula, charge and spin)	104.2	kJ/mol
structure (SMILES)	CCCC=O.O